[1]
A molecular structure, C27H27FN3O5PReS. Source: OMol25; level of theory: wB97M-V/def2-TZVPD.

Geometry as XYZ:
```
66
Properties=species:S:1:pos:R:3:lowdin_spin:R:1
Re 1.69 0.33 -1.10 2.558
O 0.96 -2.14 -2.12 0.038
C 0.42 -1.08 -2.10 -0.029
C -0.91 -0.71 -2.63 -0.010
C -1.81 -1.69 -3.04 -0.003
C -3.05 -1.29 -3.54 -0.001
C -3.36 0.06 -3.65 0.002
C -2.44 1.04 -3.26 0.000
C -1.22 0.64 -2.75 0.014
P 0.11 1.75 -2.26 0.038
C -0.44 3.44 -2.26 0.002
C -0.07 4.30 -3.29 -0.003
C -0.57 5.60 -3.30 0.000
C -1.43 6.01 -2.29 -0.002
C -1.79 5.15 -1.26 0.001
C -1.30 3.86 -1.24 -0.001
C 1.45 1.44 -3.44 -0.001
C 1.28 0.83 -4.69 0.022
C 2.39 0.54 -5.45 0.003
C 3.68 0.80 -4.97 0.013
C 3.87 1.37 -3.73 0.015
C 2.74 1.70 -2.96 0.023
H -1.55 -2.74 -2.96 0.000
H -3.77 -2.03 -3.84 0.000
H -4.32 0.36 -4.04 0.000
H -2.68 2.09 -3.36 0.000
H 0.60 3.98 -4.08 0.000
H -0.28 6.28 -4.09 0.000
H -1.81 7.02 -2.30 0.000
H -2.46 5.49 -0.48 0.000
H -1.59 3.19 -0.44 0.000
H 0.29 0.60 -5.06 0.001
H 2.27 0.10 -6.43 0.000
H 4.54 0.55 -5.58 0.001
H 4.86 1.58 -3.35 0.000
H 2.89 2.30 -2.05 0.018
C -1.21 -5.01 7.10 0.000
C -0.96 -3.66 6.41 0.000
S -1.16 -3.83 4.68 0.000
O -0.08 -4.63 4.15 0.000
O -2.53 -4.16 4.39 0.000
C -0.91 -2.20 3.99 0.001
C 0.56 -1.84 3.91 0.001
N 0.80 -0.82 2.85 0.013
C 1.03 -1.12 1.57 0.029
N 1.16 0.02 0.86 0.049
C 1.02 1.09 1.74 0.025
C 0.78 0.56 2.95 0.006
N 0.48 1.31 4.16 0.000
O 0.73 2.49 4.10 0.000
O 0.06 0.69 5.11 0.001
C 1.15 -2.49 1.01 0.005
H -1.07 -4.89 8.17 0.000
H -0.51 -5.76 6.75 0.000
H -2.22 -5.35 6.91 0.000
H 0.06 -3.31 6.58 0.000
H -1.67 -2.90 6.73 0.000
H -1.49 -1.47 4.55 0.000
H -1.34 -2.32 3.00 0.000
H 1.15 -2.70 3.64 0.000
H 0.95 -1.44 4.84 0.000
H 1.07 2.12 1.46 0.005
H 1.37 -3.22 1.79 0.000
H 1.96 -2.53 0.27 0.001
H 0.22 -2.79 0.53 0.001
F 3.36 -0.51 -0.80 0.163
```

For the total energy, the calculation gives -2502.55030 Ha. As for the energy relative to the best compared isomer or geometry (same formula, charge and spin): 0.498 eV. The total charge is +2. As for the expectation value of S²: 3.797. For the LUMO energy (alpha / beta), the calculation gives -0.2513 / -0.3086 Eh. For the HOMO energy (alpha / beta), the calculation gives -14.96 / -14.96 eV. Its spin multiplicity is 4.

=====

[2]
A molecular structure, C27H27KN5O5STe at a distorted geometry. Source: OMol25; level of theory: wB97M-V/def2-TZVPD.

Geometry as XYZ:
```
67
Properties=species:S:1:pos:R:3:nbo_charge:R:1
K 0.13 0.24 0.16 0.927
O 1.53 4.47 0.12 -0.716
C 0.97 3.22 0.17 0.749
O 1.46 2.34 -0.54 -0.740
C -0.55 3.36 0.38 -0.156
O -1.08 2.26 1.08 -0.569
C -2.49 2.13 1.16 -0.172
C -2.93 0.67 1.49 0.763
O -3.95 0.62 2.21 -0.758
O -2.33 -0.28 0.95 -0.807
H 2.37 4.34 -0.33 0.486
H -0.96 3.40 -0.64 0.179
H -0.78 4.29 0.91 0.197
H -2.95 2.37 0.19 0.168
H -2.88 2.81 1.92 0.188
N 2.86 -2.59 -1.88 -0.581
C 3.50 -1.49 -1.29 0.382
C 4.71 -1.07 -1.86 -0.304
C 5.37 0.00 -1.30 -0.157
C 4.82 0.63 -0.19 -0.283
C 3.63 0.13 0.30 0.072
N 2.98 -0.91 -0.22 -0.471
C 1.53 -2.99 -1.82 0.391
C 1.09 -3.90 -2.80 -0.299
C -0.23 -4.28 -2.80 -0.153
C -1.09 -3.77 -1.84 -0.294
C -0.55 -2.91 -0.90 0.045
N 0.73 -2.53 -0.87 -0.475
H 3.35 -2.95 -2.67 0.384
H 5.10 -1.58 -2.74 0.199
H 6.30 0.34 -1.73 0.209
H 5.29 1.48 0.29 0.237
H 3.15 0.60 1.15 0.224
H 1.78 -4.27 -3.55 0.202
H -0.60 -4.96 -3.56 0.213
H -2.15 -3.98 -1.86 0.235
H -1.17 -2.48 -0.12 0.216
Te 1.52 2.56 2.86 -0.261
C 3.59 2.94 2.68 -0.249
C 4.07 4.14 2.15 -0.206
C 5.43 4.38 2.00 -0.242
C 6.36 3.43 2.40 -0.263
C 5.91 2.24 2.95 -0.214
C 4.54 2.00 3.08 -0.272
H 3.36 4.91 1.85 0.208
H 5.77 5.32 1.58 0.198
H 7.42 3.62 2.30 0.200
H 6.61 1.48 3.28 0.201
H 4.21 1.06 3.50 0.216
N -5.19 -1.07 0.34 -0.819
C -4.61 -2.10 -0.28 0.346
S -4.69 -2.29 -1.96 -0.381
N -3.97 -3.05 0.45 -0.618
C -3.74 -3.14 1.84 0.251
C -2.60 -3.83 2.25 -0.270
C -2.32 -4.01 3.59 -0.185
C -3.18 -3.49 4.55 -0.243
C -4.32 -2.82 4.15 -0.183
C -4.61 -2.65 2.80 -0.258
H -5.55 -0.39 -0.30 0.401
H -4.76 -0.66 1.19 0.448
H -3.47 -3.71 -0.12 0.406
H -1.91 -4.22 1.50 0.207
H -1.42 -4.53 3.89 0.207
H -2.96 -3.61 5.61 0.207
H -5.00 -2.41 4.88 0.209
H -5.51 -2.12 2.51 0.231
```

For the total energy, the calculation gives -2961.38298 Ha. As for the energy relative to the best compared isomer or geometry (same formula, charge and spin): 0.824 eV. The total charge is -1. For the LUMO energy, the calculation gives 0.0764 Eh. For the HOMO energy, the calculation gives -3.97 eV. Its spin multiplicity is 1.

=====

[3]
A molecular structure, C27H27N6ORhSi at a distorted geometry. Source: OMol25; level of theory: wB97M-V/def2-TZVPD.

Geometry as XYZ:
```
63
Properties=species:S:1:pos:R:3:nbo_charge:R:1
Rh -0.51 0.76 -1.23 0.933
N 6.79 0.59 6.07 -0.232
C 6.01 0.59 5.22 0.242
C 5.03 0.58 4.16 -0.133
C 4.89 1.70 3.35 -0.151
C 3.93 1.71 2.35 -0.188
C 3.10 0.60 2.18 -0.119
C 3.25 -0.52 2.99 -0.140
C 4.23 -0.54 3.97 -0.170
C 2.02 0.64 1.15 0.263
C 0.70 0.63 1.60 -0.019
C 0.26 0.72 2.94 -0.150
C -1.12 0.85 2.92 -0.297
C -1.49 0.84 1.58 0.014
N -0.42 0.70 0.78 -0.487
C 2.39 0.75 -0.18 -0.026
C 3.71 0.79 -0.70 -0.143
C 3.62 0.90 -2.07 -0.299
C 2.25 0.92 -2.38 0.033
N 1.52 0.82 -1.26 -0.447
H 5.52 2.57 3.51 0.248
H 3.81 2.58 1.73 0.231
H 2.62 -1.39 2.83 0.218
H 4.36 -1.41 4.59 0.246
H 0.91 0.70 3.80 0.251
H -1.79 0.97 3.76 0.249
H -2.49 0.93 1.19 0.199
H 4.61 0.74 -0.11 0.252
H 4.42 0.96 -2.79 0.256
H 1.81 0.97 -3.36 0.214
C -2.02 -3.21 -3.32 -1.114
Si -0.82 -2.66 -2.01 1.755
C 0.81 -2.16 -2.74 -1.144
C -0.52 -3.93 -0.67 -1.131
N -1.62 -1.17 -1.32 -0.670
C -2.85 -1.10 -0.88 0.133
C -3.56 0.16 -0.91 -0.083
C -4.84 0.26 -0.46 -0.246
C -5.48 -0.88 0.07 0.018
C -4.83 -2.13 0.11 -0.172
C -3.56 -2.25 -0.36 -0.105
H -1.62 -4.08 -3.83 0.279
H -2.18 -2.43 -4.07 0.252
H -2.99 -3.47 -2.90 0.245
H 1.29 -3.06 -3.14 0.278
H 1.48 -1.72 -2.00 0.261
H 0.70 -1.45 -3.57 0.240
H 0.20 -4.66 -1.06 0.276
H -1.42 -4.47 -0.39 0.242
H -0.10 -3.47 0.22 0.259
H -3.07 1.03 -1.35 0.226
H -5.38 1.19 -0.54 0.258
H -6.49 -0.79 0.45 0.256
H -5.34 -2.99 0.51 0.255
H -3.05 -3.21 -0.31 0.249
C -2.61 5.19 -1.31 -0.741
C -1.90 3.94 -1.10 0.458
N -1.34 2.95 -0.94 -0.492
H -1.92 5.93 -1.73 0.290
H -2.99 5.57 -0.36 0.287
H -3.43 5.05 -2.00 0.277
O -1.66 1.35 -3.70 -0.080
N -0.85 1.01 -2.99 0.337
```

For the total energy, the calculation gives -1848.19132 Ha. As for the energy relative to the best compared isomer or geometry (same formula, charge and spin): 1.417 eV. The total charge is +2. For the LUMO energy (alpha / beta), the calculation gives -0.3546 / -0.3551 Eh. For the HOMO energy (alpha / beta), the calculation gives -13.32 / -13.32 eV. Its spin multiplicity is 1.